Model i:
This record from the OMol25 dataset describes an isolated molecule of C4H7IO. The level of theory is the ωB97M-V functional and the def2-TZVPD basis.

Geometry (Å):
1 C -0.11 0.30 0.35
2 H 1.20 1.98 -0.69
3 H 0.36 -1.40 -0.80
4 H -1.40 -1.35 -0.57
5 H 1.03 -1.18 1.50
6 C 1.49 1.18 0.10
7 I 2.98 -0.22 -0.62
8 O -1.06 1.35 0.19
9 H 1.64 1.52 1.07
10 C 0.02 -0.87 1.26
11 C -0.36 -1.02 -0.26
12 H -1.44 1.20 -0.70
13 H -0.79 -1.10 1.96

Kohn-Sham gap	9.5	eV
LUMO level	0.44	eV
structure (SMILES)	OC1(CI)CC1

Mulliken population analysis, charges in e, atoms 1 to 6: 0.6121, 0.3783, 0.2184, 0.2794, 0.1694, -0.9004

***

Model ii:
This record from the OMol25 dataset describes a cluster of 2 separate species, C4H7IO in total. The level of theory is the ωB97M-V functional and the def2-TZVPD basis.

Geometry (Å):
1 H 0.83 -1.59 -0.76
2 C 0.68 -0.93 -1.59
3 C -0.58 0.25 -0.01
4 I -2.22 -2.76 0.33
5 H 1.59 -0.31 -1.90
6 H -2.13 1.54 0.99
7 H -0.69 2.28 0.53
8 C -1.06 1.31 0.79
9 H 0.28 -1.59 -2.46
10 H -0.23 -0.34 2.08
11 O -0.32 0.07 -1.25
12 H 0.94 0.75 1.36
13 C -0.10 0.37 1.38

Kohn-Sham gap (spin up / spin down)	6.0 / 6.0	eV
LUMO level (spin up / spin down)	-1.49 / -1.49	eV

Mulliken population analysis, charges in e, atoms 1 to 6: 0.3676, -0.6372, 0.5036, -0.5941, 0.2773, 0.2746

***

It comes down to model i, which is 29.9 kcal/mol more stable than the next structure.

***

Model i:
This record from the OMol25 dataset describes an isolated molecule of Cl2H5NSi2. The level of theory is the ωB97M-V functional and the def2-TZVPD basis.

Geometry (Å):
1 H -1.82 0.44 -0.67
2 H -0.86 0.42 2.05
3 Cl 0.08 1.65 -3.03
4 H 0.79 -0.98 0.67
5 H 1.01 -0.89 -1.87
6 N -0.98 -0.12 -0.67
7 Si 0.03 0.19 0.78
8 Cl -1.30 -1.30 -3.39
9 H 0.89 1.44 0.49
10 Si -0.17 -0.16 -2.26

Kohn-Sham gap	10.6	eV
LUMO level	0.70	eV
structure (SMILES)	[SiH3]N[SiH](Cl)Cl

Mulliken population analysis, charges in e, atoms 1 to 6: 0.2462, -0.0817, -0.2023, -0.1077, -0.1370, -0.3043

***

Model ii:
This record from the OMol25 dataset describes an isolated molecule of Cl2H5NSi2. The level of theory is the ωB97M-V functional and the def2-TZVPD basis.

Geometry (Å):
1 H 0.77 0.69 -1.19
2 H -1.88 -0.66 -1.93
3 N 0.32 0.18 -0.56
4 Si -1.40 0.22 -0.84
5 H -1.86 -0.12 0.41
6 Cl 0.96 -2.58 1.41
7 H 0.53 0.51 2.12
8 H -1.70 1.63 -0.89
9 Cl 3.10 0.20 0.56
10 Si 1.16 -0.07 0.92

Kohn-Sham gap	10.6	eV
LUMO level	0.37	eV
structure (SMILES)	[SiH3]N[SiH](Cl)Cl

Mulliken population analysis, charges in e, atoms 1 to 6: 0.2658, -0.0781, -0.1184, 0.3015, -0.1313, -0.4313

***

It comes down to model i, which is 22.9 kcal/mol more stable than the next structure.

***

Model i:
This record from the OMol25 dataset describes an isolated molecule of CH3N2OP. The level of theory is the ωB97M-V functional and the def2-TZVPD basis.

Geometry (Å):
1 P -2.79 -0.36 0.13
2 H -0.39 -1.18 1.14
3 N -0.47 -1.03 -0.95
4 N -0.86 -0.68 0.38
5 O -2.87 1.09 0.10
6 C -0.06 0.19 -0.44
7 H 0.99 0.31 -0.16
8 H -0.54 1.12 -0.75

Kohn-Sham gap (spin up / spin down)	7.3 / 7.3	eV
LUMO level (spin up / spin down)	-0.76 / -0.76	eV

Mulliken population analysis, charges in e, atoms 1 to 6: 0.4563, 0.3072, -0.6334, -0.1453, -0.3749, -0.0951

***

Model ii:
This record from the OMol25 dataset describes a cluster of 2 separate species, CH3N2OP in total. The level of theory is the ωB97M-V functional and the def2-TZVPD basis.

Geometry (Å):
1 H -1.77 -0.50 1.35
2 N -1.75 -0.50 0.31
3 N 1.33 2.35 -0.87
4 H -2.52 0.10 -0.02
5 H -1.95 -1.50 -0.09
6 P 2.28 -0.20 0.42
7 O 2.48 -1.17 -0.63
8 C 1.89 1.41 -0.47

Kohn-Sham gap	8.7	eV
LUMO level	-1.65	eV
structure (SMILES)	N#CP=O.N

Mulliken population analysis, charges in e, atoms 1 to 6: 0.2265, -0.6806, -0.2971, 0.2274, 0.2424, 0.4272

***

It comes down to model ii, which is 49.1 kcal/mol more stable than the next structure.